Entry 1:
153
Properties=species:S:1:pos:R:3 method="wB97M-V/def2-TZVPD" mol_weight_g_mol=983.313 total_energy_ha=-3180.98817 homo_energy_ev=-8.8 homo_lumo_gap_ha=0.3338 lumo_ev=0.3
N -0.924 1.537 -8.078
O -5.782 1.688 1.772
H -1.847 0.402 -1.540
C -3.938 0.759 -3.304
H -4.406 -2.994 0.027
O 0.030 -0.120 -2.159
H -3.071 1.171 -3.811
H 1.830 0.499 0.547
H -1.366 2.704 3.655
H 5.253 -0.438 2.572
H -4.180 3.920 5.525
C -4.133 2.932 0.708
C -5.354 -1.093 -2.893
H 2.990 -0.316 2.045
H 6.186 -5.306 -0.848
H 1.213 2.198 -5.506
H 4.848 2.902 -5.026
H 1.168 -1.237 3.706
C 4.770 2.874 -3.946
H 1.612 -2.417 1.609
C -1.757 -0.472 4.840
C 3.273 2.365 2.829
C -0.825 0.737 -1.388
C 0.047 2.175 -7.402
H 2.842 -4.624 1.813
C -2.025 -3.188 1.880
C -5.639 2.791 0.904
H -2.730 1.532 1.721
N 0.678 -5.887 -0.272
H -0.546 -0.082 0.489
H -3.357 -4.117 -0.851
H -6.110 3.644 1.388
H -7.025 1.584 -2.235
H -2.057 -2.050 -1.103
N -1.647 3.585 3.242
H -3.690 3.622 1.429
H -2.576 -2.283 5.706
N 5.145 1.670 4.731
C 0.278 -0.696 3.406
C -4.970 1.610 -2.926
H 5.865 -2.535 -1.175
C 1.277 0.708 -0.368
H -2.943 -1.256 0.221
O -1.407 -2.428 0.875
C 2.865 2.088 4.118
H 0.659 2.843 -7.996
H 6.583 2.270 3.365
C -0.958 4.214 2.109
H 1.182 -1.361 -0.988
C 3.292 -3.664 2.031
C -0.210 0.851 0.015
H -2.627 0.500 -7.928
H 2.782 3.641 -3.988
H -2.933 -0.865 6.663
H -0.003 -0.980 2.389
C 5.246 -5.033 -0.350
H -1.193 -3.599 2.468
H 1.579 -7.800 2.071
C -2.722 4.128 3.913
H -3.263 4.420 -2.829
C -3.066 -4.120 1.248
C -2.797 -1.215 5.639
C 3.383 -1.319 2.169
C -4.075 -0.622 -3.222
H 6.779 2.106 -3.445
H -6.146 2.570 -0.046
H 1.451 1.697 -0.803
H 1.808 2.108 4.347
C -1.451 4.511 -3.859
C 0.530 4.784 -2.463
C -3.386 -3.384 -0.048
O 2.845 -3.183 -2.342
C 3.854 -3.424 -1.693
H -1.398 3.636 1.293
C -2.188 4.416 -2.703
H 6.301 1.960 -1.122
H -0.124 -8.129 1.749
O 0.309 -5.434 1.927
H 0.958 -6.608 -0.911
H -2.218 4.429 -0.637
H 0.252 0.390 3.422
H 0.968 -8.289 0.428
N 4.150 -4.642 -1.207
N -6.350 -0.319 -2.540
H -3.811 3.220 -0.292
C -3.424 3.344 4.991
H 1.579 5.015 -2.392
C 0.411 -4.543 -0.766
H 4.450 -1.564 -0.842
C -1.700 0.672 -7.392
H 4.110 2.438 -0.216
H 3.553 -5.370 -1.570
C 0.423 1.788 -6.123
C -2.435 -2.176 -0.087
H 3.600 1.216 5.975
C 3.846 1.665 5.021
H 2.144 -0.265 -2.035
C -0.235 0.720 -5.556
H 0.606 4.837 -4.535
O -2.993 5.302 3.704
H -1.898 4.604 -4.838
C 4.229 2.523 -1.290
H 4.953 -1.837 -2.516
N -0.724 -1.188 4.359
H 0.982 -3.830 -0.177
H -0.385 1.693 0.677
H 2.581 2.566 2.016
H -3.807 -4.209 2.043
H -0.822 -2.190 4.357
H -2.010 -0.446 -5.538
H 5.570 -4.220 0.288
H -2.648 -5.114 1.081
C -0.073 4.699 -3.700
C 5.783 2.395 -3.141
H -2.798 2.938 5.781
H -0.686 1.757 -1.780
C -1.366 0.181 -6.138
C 0.789 -7.703 1.330
H -0.654 -4.360 -0.604
H -1.105 5.272 1.933
H -4.027 2.597 4.466
C 4.613 2.483 2.536
H 0.584 -4.392 -1.826
C 1.247 -0.362 -1.422
C -6.161 1.011 -2.549
C 3.565 3.210 -3.374
H -4.836 2.681 -2.959
O -1.952 0.710 4.580
N 4.564 -3.769 2.419
C -3.542 1.551 0.996
C 2.661 -2.436 1.875
H -3.248 1.023 0.089
H -5.087 0.037 0.750
N -0.233 4.615 -1.339
C 4.728 -1.382 2.543
C 4.863 -2.300 -1.536
C -4.767 0.756 1.526
H 4.950 -5.906 0.225
N 3.294 3.039 -2.080
C 5.290 -2.661 2.622
C 5.520 2.162 3.534
C -1.530 4.449 -1.473
H 6.295 -2.807 2.999
H 5.025 2.833 1.598
H -4.625 0.096 2.386
H -0.063 0.456 -4.518
C 0.591 -6.217 1.034
H -3.281 -1.289 -3.526
H -5.462 -2.175 -2.880
H -3.762 -1.044 5.165
C 5.489 2.216 -1.793
H 0.102 3.968 2.151
H -2.509 -2.626 2.702

***

Entry 2:
21
Properties=species:S:1:pos:R:3 method="wB97M-V/def2-TZVPD" mol_weight_g_mol=399.168 relative_energy_kcal_mol=0.0 total_energy_ha=-2038.94962 multiplicity=2 homo_energy_ev="-16.1 / -16.3" homo_lumo_gap_ha="0.2685 / 0.2758" total_charge=+2 s2=0.754 lumo_ev="-8.8 / -8.8"
C -1.042 -0.657 1.820
H 0.722 0.365 4.976
C -2.443 -0.056 -1.626
C 2.236 -0.028 -1.613
C -0.105 -0.072 -3.584
N -0.728 -0.490 3.117
O -3.566 -0.040 -1.775
O 3.376 0.008 -1.783
O -0.077 -3.541 -1.496
N 0.834 0.493 1.802
H -0.008 1.056 -3.924
H 1.940 1.128 3.952
O -0.193 -1.066 -4.199
C -0.085 -2.411 -1.429
C -0.117 2.327 -1.349
O -0.125 3.471 -1.441
N 0.414 0.212 3.007
N -0.138 -0.092 1.028
Yb -0.092 -0.041 -1.008
H -1.910 -1.183 1.426
N 1.104 0.615 4.098

***

Entry 3:
93
Properties=species:S:1:pos:R:3 method="wB97M-V/def2-TZVPD" mol_weight_g_mol=1154.964 relative_energy_kcal_mol=4.0 total_energy_ha=-10057.34619 homo_energy_ev=-4.1 homo_lumo_gap_ha=0.2150 total_charge=-1 lumo_ev=1.8
H -2.129 8.596 -3.413
H -1.896 -5.626 -0.597
C -5.238 -1.372 -1.278
H -6.232 -1.433 -1.703
N -1.743 -3.897 0.508
N -0.403 -2.069 0.166
H -1.851 -5.880 1.143
C 1.474 0.805 -0.569
C -0.573 -3.773 4.149
C -4.150 -1.870 -1.985
N 1.083 -2.665 2.812
H 0.677 -1.726 -4.139
H -2.192 -3.316 1.197
C 4.367 -3.800 3.354
H -0.755 -1.848 3.209
C 0.297 -4.836 4.355
C -1.321 -1.069 0.406
H -2.028 -2.194 -1.988
C -3.784 -5.235 0.396
H 6.493 -3.798 3.656
O -1.652 10.398 -1.712
N 1.953 -0.286 0.056
H 0.862 4.888 0.534
C -2.261 -5.240 0.353
H -0.232 0.114 -5.513
C 2.425 -0.160 1.282
O -1.022 -0.067 1.024
C 1.561 -4.781 3.802
C 0.427 1.744 -2.626
C 1.935 -3.676 3.024
H -1.569 -3.757 4.572
C -5.049 -0.783 -0.035
H 2.270 -5.584 3.949
C -0.119 -2.717 3.376
C -2.690 -1.218 -0.191
C 0.079 0.311 -4.497
C -0.456 8.675 -0.481
H -4.157 -4.620 -0.427
H -5.428 -4.911 1.779
C -0.051 7.345 -0.431
S 0.357 -4.316 -1.046
N -0.149 4.196 -2.398
H -0.006 -5.693 4.944
C 1.990 2.181 1.343
H -1.396 6.221 -3.304
C 5.940 -3.222 1.651
H 0.577 -1.794 0.266
H -3.600 -0.214 1.457
C 0.956 0.642 -1.929
H 2.907 1.098 2.953
H 0.544 7.031 0.418
C 3.511 -3.157 1.134
C -1.291 11.334 -0.718
H -5.895 -0.385 0.511
H -4.294 -2.316 -2.961
H -1.711 12.286 -1.032
C -2.877 -1.802 -1.440
H 5.127 -2.699 -0.211
Se 5.427 -0.506 -2.058
N 1.027 -0.581 -2.484
Te 5.606 -2.514 -3.638
C 3.309 -3.556 2.470
C -1.138 6.916 -2.517
H -0.176 9.341 0.322
H 2.017 3.144 1.841
C 0.376 3.007 -1.953
C 0.875 3.140 -0.683
H -0.415 2.404 -4.487
C -1.544 8.230 -2.580
Sr 3.250 -2.620 -1.471
C -3.774 -0.693 0.502
C 1.456 2.066 0.054
C 0.029 5.044 -1.414
N 0.649 4.453 -0.344
C -4.355 -4.729 1.719
H -4.126 -6.256 0.215
C -0.382 6.449 -1.437
C 4.863 -3.015 0.801
C 0.608 -0.729 -3.723
H -4.214 -3.652 1.839
H 6.956 -3.089 1.299
C 2.481 1.063 1.960
C 5.684 -3.628 2.954
C -1.205 9.120 -1.561
H 4.160 -4.076 4.385
C -0.649 -3.410 -0.088
Se 3.346 -2.399 -4.608
Se 5.282 -4.731 -2.465
C -0.015 1.560 -3.941
H 2.771 -1.071 1.749
H -1.703 11.061 0.257
H -3.881 -5.229 2.567
H -0.204 11.429 -0.636

***

Entry 4:
113
Properties=species:S:1:pos:R:3 method="wB97M-V/def2-TZVPD" mol_weight_g_mol=1104.205 relative_energy_kcal_mol=37.5 total_energy_ha=-7902.71207 homo_energy_ev=-10.3 homo_lumo_gap_ha=0.3847 smiles="C[C@H]1COC(=O)O1.C[C@H]1COC(=O)O1.C[C@H]1COC(=O)O1.C[C@H]1COC(=O)O1.C[C@H]1COC(=O)O1.ClCCCl.ClCCCl.ClCCCl.ClCCCl.ClCCCl.ClCCCl" lumo_ev=0.1
H -4.360 0.989 4.842
C 1.049 -0.976 0.242
H -2.086 -3.372 -1.316
O 5.074 2.844 -5.177
Cl -1.375 -0.908 -3.294
C -1.385 -0.205 0.390
H -2.750 3.590 4.464
H 2.819 -5.747 0.379
H -2.504 -3.087 2.933
C 5.225 0.471 -5.697
C -1.499 -2.584 5.437
H 2.210 2.483 1.919
C -0.742 0.244 -4.567
O -4.472 -3.406 3.370
H 1.024 -3.534 -4.705
C -0.289 4.349 0.795
O 5.208 -0.860 -0.349
O 1.226 -0.785 -1.154
H 3.426 2.545 -0.276
H 4.696 -0.432 -5.411
O 3.764 0.731 0.526
O -5.461 -4.974 4.695
H -3.622 -5.247 -1.886
C -1.810 0.879 -5.386
H 5.902 2.620 1.446
H 6.280 0.374 -5.487
H -1.417 -0.777 -0.553
H -3.303 -4.319 -3.371
H -0.156 0.981 -4.029
O 0.328 3.673 3.069
H 0.118 6.854 2.805
H 0.582 -6.053 1.754
H -3.350 1.900 5.964
Cl 2.569 -5.277 -4.078
H 1.965 -2.812 -2.470
O -3.641 -3.802 5.404
C 0.091 0.105 0.633
Cl -3.947 -3.224 0.087
H -3.497 -1.600 3.202
H 2.120 -5.764 2.687
H -1.336 1.573 -6.083
C 2.450 -2.583 -3.404
C 1.398 -5.366 1.974
C -6.398 0.867 -1.189
C 3.917 2.149 0.627
C 5.596 3.474 -4.129
H 1.376 5.074 1.962
C 0.358 4.749 2.132
Cl -3.841 2.887 2.390
Cl -6.814 -0.840 0.920
C -3.514 1.664 4.929
O 6.114 4.544 -4.176
H 3.516 3.723 1.960
H 2.139 -1.598 -3.758
C 4.567 1.573 -4.880
C 2.106 -3.563 -4.540
C 3.268 2.656 1.893
Cl 4.217 -2.354 -3.204
C -3.272 -2.628 3.473
H -0.053 -0.333 -5.222
H 0.304 0.370 1.666
H -1.021 -1.784 4.894
H -1.538 -2.541 6.505
C -3.638 2.989 4.206
H -4.868 0.423 0.329
C 2.091 -4.986 0.687
Cl 0.978 -4.661 -0.728
O 5.917 1.243 -0.051
C -0.306 5.874 2.963
C 4.815 1.455 -3.410
C -3.136 -3.177 -1.503
O 0.616 1.146 -0.171
H 3.887 1.336 -2.842
Cl -5.990 -0.537 -2.237
H 5.247 0.528 -6.771
C -5.943 0.555 0.228
O 5.442 2.629 -3.023
O 1.263 1.178 -2.339
H 5.449 0.622 -3.183
O -0.095 5.445 4.298
H -7.477 1.067 -1.192
H -6.198 1.397 0.874
O 0.311 3.509 5.328
H 5.682 3.322 -0.140
C 4.988 0.278 0.000
H -1.732 -0.885 1.202
C 1.065 0.589 -1.369
H -4.516 3.557 4.527
H -5.860 1.731 -1.622
H -1.221 3.802 1.010
H 2.019 -0.819 0.705
H -2.407 0.121 -5.920
H -1.161 -3.546 5.098
H -1.978 0.701 0.380
C 0.205 4.146 4.282
H -0.487 5.228 0.215
H 0.387 3.666 0.262
H -3.550 -1.769 5.439
C 5.388 2.464 0.472
Cl -2.077 0.842 4.271
H 0.651 -1.990 0.424
C -4.581 -4.137 4.527
C -2.977 -2.599 4.992
H 2.661 -3.348 -5.435
H -1.369 5.931 2.703
H -3.308 -2.194 -1.865
H 3.481 1.588 -5.031
H 2.687 -4.079 0.719
Cl 0.644 -3.905 2.808
H 3.661 2.174 2.794
Cl -5.493 -3.991 -2.726
C -3.751 -4.276 -2.382
Cl -2.965 1.770 -4.380

***

Entry 5:
15
Properties=species:S:1:pos:R:3 method="wB97M-V/def2-TZVPD" mol_weight_g_mol=113.120 relative_energy_kcal_mol=124.0 total_energy_ha=-395.95074 homo_energy_ev=-8.9 homo_lumo_gap_ha=0.3457 smiles="C/N=c1/cc[nH]n1O" lumo_ev=0.5
C 0.459 -2.126 0.276
N 0.897 1.269 -0.224
H 2.414 -1.315 0.222
H -0.887 1.979 -1.037
C 0.571 0.032 -0.310
C -0.021 2.312 -0.552
C 1.311 -1.111 0.204
H 0.418 3.032 -1.270
N -0.841 -1.917 -0.365
N -0.775 -0.462 -0.484
H 0.662 -3.095 0.620
H -0.235 2.939 0.337
O -1.449 0.235 0.625
H -0.879 0.096 1.431
H -1.646 -1.867 0.526

***

Entry 6:
8
Properties=species:S:1:pos:R:3 method="wB97M-V/def2-TZVPD" mol_weight_g_mol=94.022 relative_energy_kcal_mol=41.1 total_energy_ha=-415.27500 homo_energy_ev="-11.5 / -11.2" homo_lumo_gap_ha="0.3556 / 0.3718" lumo_ev="-1.8 / -1.1"
O -0.064 1.276 0.612
C -0.236 0.306 -0.002
O 2.294 -0.457 0.841
H -2.834 -0.421 -1.132
O -2.560 0.085 -0.348
H 2.399 0.515 0.919
O -0.663 -0.665 -0.553
O 1.664 -0.639 -0.337